Record 1
The molecule C6H4Cl2N2, computed with wB97M-V/def2-TZVPD.

```
14
Properties=species:S:1:pos:R:3:mulliken_charge:R:1
C 1.47 0.54 1.46 0.134
C -1.99 -0.51 0.26 0.268
C 0.75 -0.62 -0.81 -0.661
C -0.21 0.46 -1.19 -0.508
C 0.82 -0.49 0.73 0.256
C -1.23 0.56 -0.01 0.215
N 1.94 1.45 2.00 -0.404
N -2.63 -1.40 0.64 -0.431
Cl 0.43 -1.89 1.63 -0.096
Cl -1.56 2.08 0.60 -0.110
H 0.56 -1.63 -1.02 0.422
H 1.84 -0.40 -1.12 0.327
H 0.36 1.41 -0.92 0.272
H -0.57 0.43 -2.25 0.317
```

Output
ΔE to the lowest compared entry with this formula, charge and spin = 264.6 kJ/mol
Spin multiplicity = 1
Orbital gap (alpha / beta) = 7.64 / 7.47 eV
E_LUMO (alpha / beta) = -1.5 / -1.6 eV

=====

Record 2
The molecule C6H4Cl2N4O2, computed with wB97M-V/def2-TZVPD.

```
18
Properties=species:S:1:pos:R:3:mulliken_charge:R:1
O 1.82 -4.46 -0.65 -0.536
C 1.07 -3.52 -0.61 0.010
N 1.58 -2.36 -0.12 -0.136
C 0.83 -1.28 0.07 0.525
N -0.36 -1.15 -0.51 -0.508
C -1.04 -0.02 -0.34 0.523
Cl -2.57 0.22 -1.17 -0.146
C -0.48 1.04 0.43 -0.191
N -1.16 2.29 0.59 -0.189
C -1.49 3.14 -0.47 -0.054
O -1.16 2.92 -1.64 -0.508
C 0.78 0.79 0.99 0.588
Cl 1.54 2.09 1.87 -0.167
N 1.36 -0.39 0.87 -0.571
H 0.07 -3.60 -1.00 0.410
H 2.46 -2.41 0.38 0.270
H -1.25 2.64 1.53 0.285
H -2.01 4.07 -0.22 0.394
```

Output
ΔE to the lowest compared entry with this formula, charge and spin = 0.0 kJ/mol
Spin multiplicity = 1
Structure (SMILES) = O=CNc1nc(Cl)c(NC=O)c(Cl)n1
Orbital gap = 9.34 eV
E_LUMO = -0.2 eV

=====

Record 3
A cluster of 2 separate species, C6H4ClN3O4S in total, computed with wB97M-V/def2-TZVPD.

```
19
Properties=species:S:1:pos:R:3:mulliken_charge:R:1
C -0.56 0.68 -0.20 -0.183
C 0.84 0.76 0.09 -0.504
C -1.37 -0.32 0.24 -0.780
C 1.35 -0.32 0.77 -0.390
C -0.87 -1.52 0.77 0.577
C 0.55 -1.48 1.11 -0.073
N -1.64 -2.60 1.10 0.266
N 0.02 -4.25 -0.27 0.201
N 1.19 -2.31 1.96 1.048
O -2.91 -2.58 0.93 -0.770
O 0.50 -5.06 -1.11 -0.571
O 2.41 -2.20 2.09 -0.755
O 0.55 -3.24 2.51 -0.679
S -0.79 -4.47 1.03 0.171
Cl 0.96 10.11 5.87 -1.000
H -1.12 1.63 -0.64 0.173
H 1.45 1.66 -0.11 0.331
H -2.40 -0.36 0.17 0.557
H 2.39 -0.33 1.11 0.379
```

Output
Net charge = -2
Spin multiplicity = 1
Orbital gap (alpha / beta) = 6.18 / 6.18 eV
E_LUMO (alpha / beta) = 3.9 / 3.9 eV

=====

Record 4
The molecule C6H4ClN3S, computed with wB97M-V/def2-TZVPD.

```
15
Properties=species:S:1:pos:R:3:mulliken_charge:R:1
Cl -4.67 -1.15 -0.86 -0.114
S -4.44 -0.17 0.90 0.065
N -3.26 0.97 0.22 0.044
N -3.16 2.43 -0.15 -0.577
N -2.00 2.68 -0.44 -0.121
C -1.19 1.61 -0.31 0.463
C 0.17 1.54 -0.62 -0.872
C 0.79 0.34 -0.20 -0.309
C 0.03 -0.73 0.34 -0.612
C -1.36 -0.69 0.48 -0.910
C -1.98 0.51 0.14 1.036
H 0.63 2.33 -0.96 0.572
H 1.91 0.13 -0.31 0.258
H 0.52 -1.52 0.66 0.523
H -1.83 -1.47 0.87 0.553
```

Output
ΔE to the lowest compared entry with this formula, charge and spin = 294.1 kJ/mol
Spin multiplicity = 1
Structure (SMILES) = ClSn1nnc2ccccc21
Orbital gap = 8.64 eV
E_LUMO = -0.5 eV

=====

Record 5
A structure of composition C6H4CrN5O5, computed with wB97M-V/def2-TZVPD.

```
21
Properties=species:S:1:pos:R:3:lowdin_spin:R:1
O -1.52 -2.34 1.91 0.009
C -1.15 -1.51 1.23 0.044
Cr -0.31 0.09 -0.20 2.617
C 1.08 1.18 -0.94 0.007
O 1.97 1.80 -1.37 0.044
C -1.55 0.62 -1.67 -0.013
O -1.94 1.18 -2.63 0.040
C -0.76 1.46 1.07 0.029
O -1.03 2.33 1.80 0.075
C 0.78 -1.31 -1.05 0.017
O 1.39 -2.10 -1.63 0.054
H -2.06 -0.35 -0.68 0.010
N 4.68 -0.72 1.45 0.002
N 3.33 -0.73 1.68 0.002
N 2.78 -0.45 2.87 0.004
C 1.50 -0.19 2.54 0.007
N 1.34 -0.25 1.24 0.052
N 2.49 -0.53 0.65 -0.001
H 4.89 -1.16 0.58 0.000
H 5.18 -1.12 2.27 0.000
H 0.74 0.04 3.25 0.000
```

Output
Net charge = +2
ΔE to the lowest compared entry with this formula, charge and spin = 97.4 kJ/mol
Spin multiplicity = 4
<S²> = 3.80
Orbital gap (alpha / beta) = 8.28 / 6.16 eV
E_LUMO (alpha / beta) = -9.0 / -11.3 eV

=====

Record 6
A structure of composition C6H4CuNO5S2, computed with wB97M-V/def2-TZVPD.

```
19
Properties=species:S:1:pos:R:3:mulliken_charge:R:1
Cu 0.90 -1.40 -1.49 0.001
O -0.66 -3.21 1.83 -0.703
C -0.21 -2.40 1.01 0.383
O 0.27 -2.63 -0.13 -0.562
C -0.26 -0.92 1.36 0.386
C -1.42 -0.20 1.09 -0.197
C -1.42 1.17 1.27 -0.309
C -0.27 1.78 1.75 -0.336
C 0.82 0.98 2.02 -0.204
N 0.84 -0.34 1.84 -0.558
H -2.29 -0.71 0.70 0.343
H -2.30 1.76 1.02 0.356
H -0.20 2.85 1.87 0.326
H 1.75 1.42 2.39 0.354
O -0.17 -0.55 -3.86 -0.625
S 0.75 0.48 -3.37 1.068
O 1.09 1.47 -4.39 -0.687
O 0.28 1.07 -2.11 -0.532
S 2.49 -0.61 -2.80 -0.502
```

Output
Net charge = -2
ΔE to the lowest compared entry with this formula, charge and spin = 0.0 kJ/mol
Spin multiplicity = 1
Orbital gap = 6.26 eV
E_LUMO = 5.5 eV

=====

Record 7
A structure of composition C6H4IrO6S2Se2Te2, computed with wB97M-V/def2-TZVPD.

```
23
Properties=species:S:1:pos:R:3:lowdin_spin:R:1
Ir -0.65 1.50 1.86 2.588
O -1.80 1.04 -0.09 0.116
S -1.59 -0.41 0.06 0.013
O -2.72 -1.20 -0.32 0.022
O -1.12 -0.66 1.45 0.117
C -0.23 -0.94 -0.99 0.000
C -0.52 -2.06 -1.77 0.000
C 0.45 -2.64 -2.57 -0.001
C 1.73 -2.12 -2.61 0.000
C 2.03 -1.00 -1.86 0.000
C 1.06 -0.41 -1.04 0.000
S 1.73 1.04 -0.20 0.007
O 1.80 0.28 1.29 0.048
O 0.69 2.06 -0.04 0.075
O 1.47 1.25 2.29 0.314
H -1.52 -2.45 -1.72 0.000
H 0.20 -3.51 -3.17 0.000
H 2.49 -2.57 -3.23 0.000
H 3.02 -0.55 -1.89 0.000
Se -0.37 1.53 4.41 0.472
Te -1.38 3.52 5.42 0.382
Te -2.85 4.64 3.37 0.378
Se -1.90 3.66 1.34 0.468
```

Output
ΔE to the lowest compared entry with this formula, charge and spin = 379.3 kJ/mol
Spin multiplicity = 6
<S²> = 8.78
Orbital gap (alpha / beta) = 6.65 / 5.54 eV
E_LUMO (alpha / beta) = -1.1 / -2.8 eV

=====

Record 8
A cluster of 2 separate species, C6H4N2 in total, computed with wB97M-V/def2-TZVPD.

```
12
Properties=species:S:1:pos:R:3:mulliken_charge:R:1
C -1.44 1.32 0.00 0.052
C -1.62 -1.39 0.22 0.071
C 0.87 -0.02 -0.19 0.171
C 1.47 -0.36 -1.34 -0.709
C 0.67 0.37 1.21 -0.543
C -0.42 0.31 0.25 0.543
N -2.15 2.20 -0.22 -0.347
N -2.34 -2.15 -0.14 -0.354
H 0.84 -0.64 -2.22 0.271
H 2.43 -0.67 -1.26 0.339
H 0.81 -0.30 2.06 0.253
H 0.89 1.34 1.62 0.254
```

Output
ΔE to the lowest compared entry with this formula, charge and spin = 488.8 kJ/mol
Spin multiplicity = 1
Orbital gap = 9.50 eV
E_LUMO = -1.6 eV

=====

Record 9
A structure of composition C6H4N2, computed with wB97M-V/def2-TZVPD.

```
12
Properties=species:S:1:pos:R:3:mulliken_charge:R:1
C -1.00 -1.42 -1.48 0.259
C -0.64 -0.20 -0.84 0.303
C 0.81 -0.21 -0.74 -0.368
C 1.25 0.56 0.42 -0.292
C 0.39 0.94 1.50 -0.064
C -1.32 0.49 0.14 0.017
H 1.53 -0.84 -1.25 0.395
H 2.37 0.57 0.79 0.240
H 0.91 0.90 2.78 0.257
H -2.48 0.73 -0.29 0.228
N -0.86 -2.47 -2.31 -0.467
N -0.96 0.95 1.30 -0.508
```

Output
ΔE to the lowest compared entry with this formula, charge and spin = 427.4 kJ/mol
Spin multiplicity = 1
Orbital gap = 8.81 eV
E_LUMO = -0.8 eV

=====

Record 10
The molecule C6H4N2O, computed with wB97M-V/def2-TZVPD.

```
13
Properties=species:S:1:pos:R:3:mulliken_charge:R:1
O 2.54 -1.42 -0.31 -0.583
C 1.61 -0.55 0.05 0.518
C 1.80 0.93 -0.02 -0.312
C 0.56 1.61 -0.02 -0.044
N -0.47 0.66 -0.08 0.885
N -1.77 0.63 -0.19 -1.229
C -2.16 -0.59 -0.22 -0.002
C -1.01 -1.42 0.23 -0.326
C 0.10 -0.53 0.28 -0.016
H 2.69 1.81 -0.04 0.228
H 0.26 2.66 0.43 0.323
H -3.11 -1.18 -0.66 0.287
H -1.04 -2.59 0.55 0.270
```

Output
ΔE to the lowest compared entry with this formula, charge and spin = 420.3 kJ/mol
Spin multiplicity = 1
Structure (SMILES) = O=C1C=Cn2nccc21
Orbital gap = 7.72 eV
E_LUMO = -1.5 eV